# 1
{"formula": "C70H74BrF9N3", "method": "ωB97M-V/def2-TZVPD", "species": ["C", "C", "Br", "C", "C", "N", "C", "C", "C", "N", "C", "C", "C", "C", "C", "N", "C", "C", "C", "C", "H", "H", "H", "H", "H", "H", "H", "H", "H", "H", "H", "H", "H", "H", "H", "H", "H", "H", "H", "H", "H", "H", "H", "H", "H", "H", "H", "H", "H", "F", "C", "C", "C", "C", "C", "C", "H", "H", "H", "H", "H", "F", "C", "C", "C", "C", "C", "C", "H", "H", "H", "H", "H", "F", "C", "C", "C", "C", "C", "C", "H", "H", "H", "H", "H", "F", "C", "C", "C", "C", "C", "C", "H", "H", "H", "H", "H", "F", "C", "C", "C", "C", "C", "C", "H", "H", "H", "H", "H", "F", "C", "C", "C", "C", "C", "C", "H", "H", "H", "H", "H", "F", "C", "C", "C", "C", "C", "C", "H", "H", "H", "H", "H", "F", "C", "C", "C", "C", "C", "C", "H", "H", "H", "H", "H", "F", "C", "C", "C", "C", "C", "C", "H", "H", "H", "H", "H"], "coordinates": [[5.12, -1.60, -4.27], [3.94, -0.43, -4.08], [4.00, 0.02, -2.10], [2.43, -0.98, -4.55], [1.31, 0.23, -4.29], [0.63, 0.71, -5.55], [-0.35, 1.84, -5.38], [-0.55, 2.37, -3.84], [-0.56, 1.20, -2.69], [-1.95, 0.96, -2.07], [0.20, -0.18, -3.15], [-0.80, -1.41, -3.56], [-1.99, -1.04, -4.62], [-3.25, -2.12, -4.43], [-4.72, -1.46, -4.76], [-5.20, -0.45, -3.73], [-4.85, -0.50, -2.25], [-5.45, 0.71, -1.32], [-6.27, 1.52, -2.50], [-6.12, 0.77, -3.95], [4.68, -2.69, -4.19], [5.78, -1.44, -5.23], [5.86, -1.48, -3.35], [4.27, 0.55, -4.64], [2.20, -1.87, -3.80], [2.49, -1.32, -5.67], [1.96, 1.15, -3.89], [1.41, 1.05, -6.19], [0.24, -0.15, -6.04], [0.04, 2.74, -6.04], [-1.37, 1.48, -5.89], [0.27, 3.21, -3.61], [-1.60, 2.93, -3.80], [0.09, 1.64, -1.78], [-1.72, 0.33, -1.24], [-2.21, 1.90, -1.64], [0.82, -0.55, -2.20], [-1.28, -1.94, -2.60], [-0.13, -2.26, -4.08], [-2.47, 0.02, -4.48], [-1.68, -1.13, -5.76], [-3.23, -2.67, -3.40], [-3.06, -2.95, -5.26], [-5.59, -2.28, -4.83], [-4.70, -0.91, -5.79], [-4.18, -1.32, -1.74], [-5.32, 0.95, -0.17], [-6.89, 2.51, -2.39], [-6.56, 1.02, -5.01], [4.73, 2.67, 4.75], [4.52, 2.13, 3.54], [5.23, 2.61, 2.44], [5.01, 2.04, 1.19], [4.08, 1.01, 1.04], [3.37, 0.54, 2.15], [3.60, 1.10, 3.41], [5.94, 3.42, 2.57], [5.56, 2.41, 0.32], [3.91, 0.57, 0.06], [2.65, -0.26, 2.04], [3.07, 0.74, 4.28], [-1.19, -4.44, -4.08], [-1.44, -5.67, -4.54], [-0.40, -6.59, -4.64], [-0.66, -7.88, -5.12], [-1.96, -8.23, -5.49], [-3.00, -7.30, -5.39], [-2.74, -6.02, -4.90], [0.61, -6.30, -4.36], [0.14, -8.60, -5.20], [-2.16, -9.23, -5.87], [-4.01, -7.57, -5.68], [-3.53, -5.29, -4.81], [10.95, -0.42, 6.60], [9.74, -0.07, 6.15], [8.92, -1.03, 5.57], [7.65, -0.67, 5.11], [7.22, 0.66, 5.22], [8.05, 1.62, 5.81], [9.32, 1.25, 6.28], [9.27, -2.05, 5.48], [7.00, -1.41, 4.65], [6.24, 0.94, 4.86], [7.72, 2.65, 5.89], [9.97, 1.98, 6.74], [5.24, -7.44, 0.30], [4.93, -6.21, -0.15], [3.70, -5.65, 0.20], [3.37, -4.38, -0.27], [4.27, -3.68, -1.08], [5.50, -4.25, -1.42], [5.83, -5.52, -0.95], [3.01, -6.21, 0.82], [2.42, -3.93, 0.00], [4.02, -2.69, -1.44], [6.19, -3.71, -2.06], [6.78, -5.98, -1.20], [-4.54, 0.50, 3.73], [-5.81, 0.14, 3.52], [-6.82, 0.71, 4.27], [-8.14, 0.33, 4.04], [-8.44, -0.63, 3.07], [-7.41, -1.20, 2.32], [-6.09, -0.81, 2.54], [-6.58, 1.45, 5.03], [-8.95, 0.78, 4.62], [-9.47, -0.92, 2.90], [-7.64, -1.95, 1.57], [-5.28, -1.24, 1.96], [-9.19, 3.31, 3.10], [-8.39, 4.37, 3.26], [-7.37, 4.60, 2.34], [-6.53, 5.70, 2.49], [-6.72, 6.57, 3.58], [-7.74, 6.33, 4.50], [-8.58, 5.23, 4.33], [-7.23, 3.91, 1.51], [-5.74, 5.89, 1.77], [-6.06, 7.42, 3.70], [-7.88, 7.00, 5.34], [-9.38, 5.04, 5.04], [2.69, -0.40, 7.06], [3.56, 0.10, 7.95], [3.65, -0.48, 9.21], [4.55, 0.03, 10.14], [5.34, 1.13, 9.81], [5.24, 1.71, 8.54], [4.35, 1.19, 7.61], [3.02, -1.33, 9.45], [4.63, -0.42, 11.13], [6.04, 1.53, 10.54], [5.86, 2.57, 8.29], [4.26, 1.63, 6.62], [6.72, 2.57, -1.21], [7.97, 2.18, -0.91], [8.21, 0.84, -0.61], [9.51, 0.43, -0.31], [10.55, 1.37, -0.29], [10.29, 2.71, -0.58], [9.00, 3.12, -0.90], [7.39, 0.13, -0.63], [9.71, -0.61, -0.08], [11.56, 1.05, -0.04], [11.10, 3.43, -0.56], [8.78, 4.15, -1.13], [-8.31, 3.45, -1.29], [-9.58, 3.08, -1.50], [-10.59, 3.66, -0.75], [-11.92, 3.28, -0.98], [-12.21, 2.32, -1.95], [-11.18, 1.75, -2.70], [-9.86, 2.13, -2.48], [-10.35, 4.39, 0.01], [-12.72, 3.73, -0.40], [-13.24, 2.02, -2.13], [-11.41, 1.00, -3.46], [-9.05, 1.70, -3.06]], "mulliken_charge": [-0.818, -0.172, -0.084, -0.723, -0.846, 0.150, -0.581, -0.707, -0.584, -0.427, 0.096, -0.615, -0.015, -0.540, -1.069, 0.329, -0.133, -0.506, -0.428, -0.528, 0.278, 0.379, 0.155, 0.445, 0.305, 0.306, 0.466, 0.503, 0.484, 0.355, 0.319, 0.279, 0.405, 0.362, 0.308, 0.336, 0.234, 0.520, 0.013, 0.121, 0.259, 0.397, 0.264, 0.280, 0.310, 0.210, 0.329, 0.442, 0.338, -0.363, 0.020, -0.345, -0.277, 0.003, -0.955, -0.063, 0.450, 0.612, -0.174, 0.430, 0.475, -0.058, 0.433, -0.572, -0.457, -0.524, -0.514, -0.259, 0.433, 0.365, 0.365, 0.367, 0.413, -0.320, 0.260, -0.358, -0.641, 0.060, -0.419, -0.500, 0.424, 0.418, 0.218, 0.467, 0.411, -0.307, 0.152, -0.327, -0.736, 0.173, -0.410, -0.408, 0.422, 0.408, 0.306, 0.307, 0.423, -0.330, 0.288, -0.422, -0.320, -0.532, -0.354, -0.411, 0.445, 0.381, 0.379, 0.371, 0.500, -0.322, 0.146, -0.228, -0.416, -0.420, -0.400, -0.436, 0.575, 0.361, 0.360, 0.369, 0.416, -0.300, 0.221, -0.375, -0.448, -0.515, -0.412, -0.014, 0.414, 0.364, 0.368, 0.366, 0.364, -0.342, 0.293, -0.029, -0.549, -0.468, -0.435, -0.521, 0.469, 0.384, 0.379, 0.374, 0.420, -0.286, 0.595, -0.395, -0.559, -0.444, -0.563, -0.106, 0.439, 0.366, 0.364, 0.357, 0.192], "largest_force_ev_per_a": 7.5, "lumo_ev": -2.957, "e_homo_ha": -0.345, "orbital_gap_ev": 6.43, "charge": 1, "energy_ha": -6348.19493}



# 2
{"formula": "C70H75AsClFGeP3PdSi3", "method": "ωB97M-V/def2-TZVPD", "species": ["Pd", "F", "Ge", "C", "C", "C", "C", "C", "C", "P", "C", "C", "C", "C", "C", "C", "C", "C", "C", "C", "C", "C", "C", "C", "C", "C", "C", "C", "P", "C", "C", "C", "C", "C", "C", "C", "C", "C", "C", "C", "C", "C", "C", "C", "C", "C", "C", "P", "C", "C", "C", "C", "C", "C", "C", "C", "C", "C", "C", "C", "H", "H", "H", "H", "H", "H", "H", "H", "H", "H", "H", "H", "H", "H", "H", "H", "H", "H", "H", "H", "H", "H", "H", "H", "H", "H", "H", "H", "H", "H", "H", "H", "H", "H", "H", "H", "H", "H", "H", "H", "H", "H", "C", "Si", "C", "C", "As", "Si", "C", "C", "C", "Si", "C", "C", "C", "H", "H", "H", "H", "H", "H", "H", "H", "H", "H", "H", "H", "H", "H", "H", "H", "H", "H", "H", "H", "H", "H", "H", "H", "H", "H", "H", "Cl", "C", "C", "C", "C", "C", "C", "C", "H", "H", "H", "H", "H", "H"], "coordinates": [[0.16, 0.07, 0.03], [2.17, 4.01, 4.34], [1.36, 2.80, 3.13], [1.01, 1.59, 4.72], [1.08, 1.98, 6.05], [1.05, 1.02, 7.04], [1.03, -0.33, 6.72], [0.95, -0.72, 5.39], [0.88, 0.25, 4.40], [0.63, -0.01, 2.60], [-1.06, -0.76, 2.63], [-1.83, -0.68, 1.45], [-3.18, -0.97, 1.46], [-3.80, -1.34, 2.63], [-3.06, -1.44, 3.80], [-1.71, -1.16, 3.79], [1.83, -1.39, 2.56], [3.10, -1.07, 3.06], [4.06, -2.05, 3.21], [3.75, -3.36, 2.90], [2.52, -3.68, 2.36], [1.57, -2.69, 2.15], [0.06, 4.23, 2.53], [0.21, 5.50, 3.07], [-0.75, 6.48, 2.86], [-1.89, 6.18, 2.13], [-2.02, 4.93, 1.56], [-1.03, 3.96, 1.73], [-1.22, 2.36, 0.87], [-2.92, 2.11, 1.62], [-4.09, 2.16, 0.87], [-5.32, 1.99, 1.47], [-5.40, 1.78, 2.84], [-4.24, 1.75, 3.60], [-3.01, 1.90, 2.99], [-1.57, 2.87, -0.80], [-1.32, 4.16, -1.28], [-1.57, 4.57, -2.56], [-1.96, 3.61, -3.60], [-2.49, 2.26, -3.11], [-1.90, 1.77, -1.77], [3.08, 2.57, 2.05], [4.17, 3.18, 2.68], [5.36, 3.44, 2.03], [5.50, 3.10, 0.70], [4.47, 2.42, 0.09], [3.27, 2.11, 0.74], [2.19, 1.06, -0.34], [3.46, -0.18, -0.78], [3.32, -0.85, -1.99], [4.33, -1.67, -2.45], [5.46, -1.88, -1.69], [5.55, -1.31, -0.43], [4.56, -0.46, 0.02], [2.29, 2.26, -1.73], [2.90, 2.07, -2.97], [2.99, 3.12, -3.87], [2.46, 4.36, -3.55], [1.84, 4.55, -2.33], [1.75, 3.51, -1.43], [1.16, 3.03, 6.30], [1.07, 1.32, 8.08], [1.07, -1.08, 7.49], [0.98, -1.77, 5.13], [-1.39, -0.28, 0.52], [-3.76, -0.84, 0.55], [-4.87, -1.53, 2.64], [-3.55, -1.71, 4.73], [-1.16, -1.23, 4.72], [3.31, -0.05, 3.34], [5.04, -1.79, 3.58], [4.49, -4.14, 3.07], [2.29, -4.71, 2.13], [0.62, -2.91, 1.69], [1.07, 5.73, 3.67], [-0.61, 7.47, 3.27], [-2.66, 6.92, 1.99], [-2.90, 4.68, 0.99], [-4.02, 2.36, -0.19], [-6.22, 2.03, 0.87], [-6.36, 1.66, 3.31], [-4.30, 1.60, 4.67], [-2.10, 1.87, 3.58], [-1.00, 4.92, -0.58], [-1.43, 5.60, -2.84], [-2.62, 4.06, -4.35], [-3.56, 2.07, -3.27], [-2.57, 1.05, -1.28], [4.08, 3.48, 3.71], [6.17, 3.93, 2.56], [6.39, 3.35, 0.14], [4.59, 2.12, -0.94], [2.40, -0.74, -2.55], [4.24, -2.13, -3.43], [6.26, -2.52, -2.05], [6.41, -1.52, 0.19], [4.64, -0.01, 1.00], [3.33, 1.12, -3.24], [3.47, 2.96, -4.82], [2.54, 5.17, -4.26], [1.41, 5.51, -2.08], [1.25, 3.65, -0.48], [-1.07, -4.51, 2.57], [-1.66, -4.48, 0.74], [-3.54, -4.18, 0.94], [-1.46, -6.32, 0.22], [-0.76, -2.87, -0.84], [0.96, -4.06, -1.99], [2.54, -4.05, -0.91], [0.68, -5.91, -2.44], [1.37, -3.23, -3.67], [-2.51, -3.16, -2.46], [-3.50, -4.81, -2.50], [-1.92, -3.13, -4.28], [-3.79, -1.75, -2.23], [-1.72, -5.17, 3.15], [-1.13, -3.52, 3.03], [-0.06, -4.87, 2.68], [-4.11, -5.10, 0.83], [-3.92, -3.46, 0.23], [-3.74, -3.79, 1.94], [-1.98, -6.97, 0.92], [-0.41, -6.62, 0.23], [-1.86, -6.52, -0.76], [2.51, -4.87, -0.20], [2.63, -3.12, -0.35], [3.45, -4.16, -1.50], [0.90, -6.56, -1.60], [1.33, -6.20, -3.25], [-0.34, -6.10, -2.75], [1.08, -2.18, -3.67], [0.87, -3.71, -4.50], [2.44, -3.28, -3.87], [-2.84, -5.65, -2.69], [-4.22, -4.78, -3.31], [-4.04, -5.02, -1.58], [-1.51, -4.09, -4.56], [-1.17, -2.37, -4.46], [-2.76, -2.94, -4.94], [-4.45, -1.93, -1.38], [-4.41, -1.62, -3.11], [-3.27, -0.81, -2.05], [-1.36, 2.63, -8.35], [-1.29, 2.25, -6.65], [-1.78, 0.95, -6.26], [-1.76, 0.57, -4.97], [-1.39, 1.51, -3.89], [-0.80, 1.00, -2.56], [-0.77, 2.85, -4.34], [-0.72, 3.11, -5.79], [-2.12, 0.29, -7.03], [-2.09, -0.41, -4.68], [0.22, 1.36, -2.39], [-0.84, -0.10, -2.45], [0.19, 3.08, -3.87], [-0.29, 4.04, -6.11]], "mulliken_charge": [-0.340, -0.642, 2.152, -0.289, -0.263, -0.883, -0.800, -0.262, -0.707, 1.150, 2.068, -0.052, -0.800, -0.579, -0.856, -0.127, 0.887, -0.248, -0.840, -1.182, -0.343, -0.065, -0.821, -0.386, -0.906, -0.833, 0.170, -0.340, 3.139, 0.938, -0.239, -0.726, -0.786, -0.472, -0.801, 0.017, -0.210, -2.039, -0.253, -0.016, -0.929, -0.328, -0.157, -1.024, -1.031, -0.268, 0.267, 2.298, 1.376, -0.615, -0.881, -0.990, -0.952, -0.466, 0.422, 0.324, -0.779, -0.958, -0.655, -0.723, 0.536, 0.390, 0.423, 0.551, -0.579, 0.124, 0.225, 0.310, 0.132, 0.426, 0.459, 0.328, 0.416, -0.443, 0.511, 0.392, 0.419, 0.416, 0.281, 0.458, 0.348, 0.444, 0.154, 0.487, 0.216, 0.555, 0.190, -0.168, 0.608, 0.415, 0.465, 0.200, 0.215, 0.465, 0.399, 0.429, 0.524, 0.445, 0.447, 0.375, 0.409, 0.175, -1.127, 0.892, -1.226, -1.273, 0.240, 0.169, -0.485, -1.247, -1.082, 0.169, -1.123, -1.316, -0.350, 0.487, 0.121, 0.341, 0.534, 0.183, 0.500, 0.388, 0.231, 0.338, 0.411, -0.434, 0.535, 0.349, 0.436, 0.245, -0.068, 0.564, 0.485, 0.230, 0.441, 0.337, 0.329, 0.292, 0.552, 0.492, 0.554, -0.591, -0.277, 0.088, -0.773, -0.453, 1.595, 0.439, 1.468, -1.294, 0.452, 0.173, -1.488, -0.779, -1.010, 0.417], "largest_force_ev_per_a": 2.2, "lumo_ev": 2.195, "e_homo_ha": -0.092, "orbital_gap_ev": 4.69, "charge": -1, "energy_ha": -9605.63488}